ORCA calculation (ωB97M-V with the def2-TZVPD basis set) on a structure of composition C32H23Br2MgN2O6.

Summary:
- Max |F|: 0.44 eV Å⁻¹
- Charge: -1
- HOMO-LUMO gap: 5.92 eV
- Energy above the lowest of the compared OMol25 structures with the same formula, charge and spin: 0.0 kJ/mol
- HOMO: -3.646 eV

CARTESIAN COORDINATES (ANGSTROEM)
1 Br 2.346 1.068 -5.855
2 Br 3.255 -6.679 -1.279
3 Mg -0.053 -0.650 -0.875
4 O -0.483 -0.196 -3.088
5 O -0.787 -0.827 1.199
6 O 1.375 0.580 -0.544
7 O 2.925 1.748 0.547
8 O -2.166 -0.208 -4.546
9 O -2.761 -1.186 2.469
10 N -2.069 -0.436 -1.015
11 N -0.761 2.156 0.838
12 C 4.230 2.418 -1.816
13 C -4.846 -0.407 -1.231
14 C 2.030 -1.161 3.438
15 C 1.828 -0.119 4.336
16 C -3.313 2.431 4.145
17 C 4.833 2.769 -3.014
18 C -1.594 2.239 1.924
19 C 3.119 1.615 -4.201
20 C 0.234 -3.835 -1.087
21 C -2.846 -0.573 0.141
22 C 0.019 -0.546 2.287
23 C 0.915 -5.050 -1.122
24 C 4.279 2.369 -4.224
25 C -4.028 -0.299 -2.411
26 C -1.680 -0.233 -3.303
27 C 0.727 0.703 4.184
28 C 2.428 1.303 -0.479
29 C 2.261 -2.644 -1.269
30 C 0.858 -2.578 -1.158
31 C -0.201 0.522 3.152
32 C 2.985 -3.834 -1.313
33 C -2.212 1.588 4.161
34 C 2.507 1.247 -3.017
35 C 1.121 -1.377 2.421
36 C -2.684 -0.327 -2.201
37 C -1.356 1.457 3.066
38 C -2.711 3.087 1.909
39 C 2.292 -5.028 -1.236
40 C -4.295 -0.541 -0.008
41 C 3.066 1.659 -1.812
42 C -2.205 -0.760 1.305
43 C -3.559 3.175 2.995
44 H -4.418 3.833 2.945
45 H 1.609 0.646 -3.022
46 H -2.811 -0.442 3.092
47 H 4.064 -3.833 -1.398
48 H -3.969 2.495 5.002
49 H 0.387 -5.994 -1.061
50 H 4.641 2.723 -0.863
51 H 2.535 0.066 5.134
52 H -5.925 -0.384 -1.330
53 H -0.850 -3.887 -0.995
54 H -4.445 -0.208 -3.401
55 H -2.903 3.673 1.017
56 H -0.833 2.872 0.137
57 H 5.741 3.359 -3.015
58 H 4.737 2.639 -5.165
59 H 1.249 -2.177 1.702
60 H -1.388 -0.149 -5.127
61 H -4.907 -0.624 0.880
62 H 2.837 -1.722 -1.318
63 H -2.006 0.984 5.040
64 H 0.162 1.758 0.949
65 H 2.897 -1.804 3.521
66 H 0.575 1.535 4.860

Atom charges from the natural (NBO) analysis, given in e for atoms 1 to 5: 0.01, -0.02, 1.74, -0.67, -0.58


ORCA calculation (ωB97M-V with the def2-TZVPD basis set) on a cluster of 2 separate species, CH2N2S2 in total in a non-equilibrium geometry.

Summary:
- Max |F|: 1.40 eV Å⁻¹
- HOMO-LUMO gap (spin up / spin down): 7.65 / 7.31 eV
- Energy above the lowest of the compared OMol25 structures with the same formula, charge and spin: 308.5 kJ/mol
- HOMO (spin up / spin down): -9.839 / -9.396 eV

CARTESIAN COORDINATES (ANGSTROEM)
1 S -2.840 1.545 0.677
2 S 1.055 -1.487 0.564
3 N -1.818 0.385 0.228
4 N -2.058 -2.006 -0.130
5 C -1.937 -0.906 0.252
6 H 1.516 -2.691 0.811
7 H -2.212 2.490 -0.055

Atom charges from the natural (NBO) analysis, given in e for atoms 1 to 5: 0.45, -0.10, -0.62, -0.31, 0.37


ORCA calculation (ωB97M-V with the def2-TZVPD basis set) on an isolated molecule of C5H9NO.

Summary:
- Max |F|: 0.60 eV Å⁻¹
- HOMO-LUMO gap: 10.35 eV
- SMILES: CC(=O)[C@@H]1CN1C
- Energy above the lowest of the compared OMol25 structures with the same formula, charge and spin: 194.2 kJ/mol
- HOMO: -9.404 eV

CARTESIAN COORDINATES (ANGSTROEM)
1 O -2.273 -1.018 1.110
2 N 0.734 0.234 -0.541
3 C -1.391 -0.221 0.848
4 C -0.230 -0.699 0.014
5 C 1.220 -0.009 -1.891
6 C 1.190 -0.671 0.482
7 C -1.471 1.213 1.324
8 H 1.471 -0.236 1.439
9 H -0.576 1.806 1.118
10 H 0.559 0.486 -2.609
11 H -2.326 1.680 0.822
12 H 2.225 0.420 -1.986
13 H -0.504 -1.595 -0.551
14 H 1.798 -1.526 0.180
15 H -1.704 1.216 2.394
16 H 1.278 -1.080 -2.153

Atom charges from the natural (NBO) analysis, given in e for atoms 1 to 5: -0.54, -0.39, 0.58, -0.19, -0.41


ORCA calculation (ωB97M-V with the def2-TZVPD basis set) on a structure of composition C29H29MgN7O5Te in a non-equilibrium geometry.

Summary:
- Max |F|: 3.92 eV Å⁻¹
- Charge: -2
- HOMO-LUMO gap: 5.79 eV
- Energy above the lowest of the compared OMol25 structures with the same formula, charge and spin: 0.0 kJ/mol
- HOMO: -1.668 eV

CARTESIAN COORDINATES (ANGSTROEM)
1 Te -5.802 -0.804 -1.004
2 Mg 0.918 1.204 -0.800
3 O -4.916 5.662 -0.736
4 O -5.561 5.046 1.193
5 O 0.155 2.634 -2.050
6 O -0.295 1.841 0.718
7 O 1.624 -0.745 3.419
8 N -2.023 -1.722 -2.161
9 N -4.760 4.987 0.250
10 N -0.811 -2.281 -2.245
11 N 2.113 -0.394 -1.459
12 N 3.383 -2.894 -1.449
13 N 2.420 2.278 -0.255
14 N -0.630 -0.202 -1.411
15 C 1.988 -2.809 -1.424
16 C -0.885 3.223 -1.871
17 C 4.065 -1.807 -1.444
18 C -2.390 2.552 1.646
19 C -4.689 -5.601 -1.436
20 C -1.895 -0.394 -1.743
21 C 0.790 -2.315 1.794
22 C -1.363 2.500 0.590
23 C 4.633 3.002 0.142
24 C 5.922 2.722 0.149
25 C -3.939 -4.733 -0.677
26 C 2.233 0.512 3.498
27 C 3.542 -0.475 -1.028
28 C 5.675 0.751 -1.260
29 C 4.204 0.850 -1.353
30 C -2.761 4.104 -0.646
31 C -1.677 3.202 -0.627
32 C 1.875 1.132 4.856
33 C -5.866 -5.097 -1.971
34 C -6.195 -3.728 -1.897
35 C 6.437 1.593 -0.589
36 C 0.021 -1.400 -1.737
37 C -5.405 -2.862 -1.198
38 C 1.429 -1.587 -1.537
39 C -3.585 4.193 0.428
40 C 1.883 -1.412 2.173
41 C -3.411 3.437 1.655
42 C -4.290 -3.395 -0.489
43 C 3.643 2.030 -0.470
44 H 2.198 -0.692 1.406
45 H 0.427 -2.924 2.626
46 H -2.911 4.639 -1.562
47 H -4.191 3.464 2.382
48 H 3.989 1.301 -2.316
49 H -2.736 0.230 -1.662
50 H 0.866 1.483 4.833
51 H -0.137 -1.771 1.465
52 H -3.722 -2.764 0.163
53 H 1.140 -3.030 1.048
54 H 2.037 0.459 5.705
55 H 3.276 0.514 3.315
56 H 4.102 3.722 0.715
57 H 6.670 3.306 0.728
58 H -3.018 -5.035 -0.145
59 H -2.891 -2.140 -2.402
60 H -6.600 -5.677 -2.545
61 H 5.098 -1.936 -1.574
62 H 1.829 1.198 2.785
63 H 2.483 2.003 5.089
64 H -2.288 1.847 2.474
65 H 2.836 -1.946 2.347
66 H -4.487 -6.631 -1.548
67 H 1.451 -3.690 -1.527
68 H 6.161 -0.092 -1.686
69 H -1.378 3.768 -2.690
70 H -7.080 -3.380 -2.388
71 H 7.533 1.436 -0.625
72 H 3.537 -0.465 0.045

Atom charges from the Löwdin analysis, given in e for atoms 1 to 5: 0.34, 0.53, 0.04, 0.01, 0.00


ORCA calculation (ωB97M-V with the def2-TZVPD basis set) on a structure of composition C22H14BrCl5N2O3Pd.

Summary:
- Max |F|: 0.63 eV Å⁻¹
- HOMO-LUMO gap: 6.71 eV
- Energy above the lowest of the compared OMol25 structures with the same formula, charge and spin: 39.7 kJ/mol
- HOMO: -7.871 eV

CARTESIAN COORDINATES (ANGSTROEM)
1 Pd 1.279 -0.717 1.615
2 Br -0.653 -2.523 1.489
3 Cl 2.034 -4.852 0.820
4 Cl 4.943 -0.371 1.198
5 Cl 6.951 -4.660 -1.429
6 Cl 7.247 -1.710 -0.445
7 Cl 4.338 -6.240 -0.776
8 O 2.266 0.999 1.452
9 O 2.622 -2.166 1.622
10 O 2.508 0.668 -1.151
11 N -0.265 0.500 1.715
12 N 0.156 1.761 2.069
13 C -4.144 -0.472 0.272
14 C 1.038 2.339 -0.174
15 C 5.810 -2.595 -0.095
16 C 1.552 1.615 -1.262
17 C 4.515 -4.610 -0.245
18 C 0.123 3.360 -0.433
19 C -6.116 1.346 -0.479
20 C -1.925 -1.135 1.176
21 C 1.086 1.885 -2.549
22 C 0.151 2.877 -2.770
23 C -4.795 1.567 -0.839
24 C -3.812 0.662 -0.468
25 C -5.479 -0.702 0.605
26 C -6.457 0.207 0.240
27 C -3.120 -1.451 0.678
28 C 1.390 2.058 1.285
29 C 4.786 -1.991 0.627
30 C 5.685 -3.908 -0.536
31 C -1.490 0.218 1.499
32 C 3.598 -2.666 0.921
33 C 3.494 -3.996 0.461
34 C -0.330 3.637 -1.710
35 H -6.883 2.051 -0.771
36 H 1.803 2.959 1.753
37 H 2.798 0.650 -0.208
38 H -2.787 0.819 -0.786
39 H -0.236 3.965 0.395
40 H -1.036 4.439 -1.880
41 H -3.361 -2.500 0.547
42 H -0.588 2.437 1.902
43 H -7.488 0.026 0.513
44 H -0.189 3.074 -3.779
45 H -4.526 2.438 -1.422
46 H 1.494 1.303 -3.365
47 H -2.243 0.999 1.555
48 H -5.745 -1.592 1.162

Atom charges from the natural (NBO) analysis, given in e for atoms 1 to 5: 0.97, 0.20, 0.02, 0.05, 0.05


ORCA calculation (ωB97M-V with the def2-TZVPD basis set) on a structure of composition C5H4CuO2 in a non-equilibrium geometry.

Summary:
- Max |F|: 3.97 eV Å⁻¹
- Charge: +2
- Spin multiplicity: 2
- <S²>: 0.755
- HOMO-LUMO gap (spin up / spin down): 9.57 / 8.93 eV
- Energy above the lowest of the compared OMol25 structures with the same formula, charge and spin: 0.0 kJ/mol
- HOMO (spin up / spin down): -18.679 / -19.562 eV

CARTESIAN COORDINATES (ANGSTROEM)
1 Cu -1.675 -0.051 3.650
2 O -0.555 -0.075 2.044
3 O 0.807 -3.138 -0.885
4 C 1.009 -2.052 -0.675
5 C -0.046 1.098 -1.777
6 C 1.288 -0.716 -0.425
7 C -1.491 0.751 1.899
8 C 0.574 0.198 -1.093
9 H 2.057 -0.499 0.325
10 H -0.940 1.579 -1.368
11 H 0.387 1.483 -2.706
12 H -1.414 1.423 1.011

Atom charges from the natural (NBO) analysis, given in e for atoms 1 to 5: 1.11, -0.51, -0.20, 0.92, -0.38